{
  "formula": "C51H91BBrCl2N2O19P2",
  "method": "ωB97M-V/def2-TZVPD",
  "e_homo_ev": -4.96,
  "gap_ev": 6.8,
  "charge": -1,
  "fmax_ha_per_bohr": 0.0323,
  "symbols": ["C", "C", "N", "C", "O", "B", "O", "O", "O", "P", "Cl", "C", "C", "C", "C", "C", "Cl", "C", "C", "P", "O", "Br", "O", "C", "C", "O", "C", "C", "C", "C", "C", "C", "C", "C", "C", "C", "C", "C", "C", "C", "N", "C", "H", "H", "H", "H", "H", "H", "H", "H", "H", "H", "H", "H", "H", "H", "H", "H", "H", "H", "H", "H", "H", "H", "H", "H", "H", "H", "H", "H", "H", "H", "H", "H", "H", "H", "H", "H", "H", "H", "H", "H", "H", "H", "H", "O", "C", "O", "C", "C", "C", "H", "H", "H", "H", "H", "H", "H", "H", "O", "C", "O", "C", "C", "C", "H", "H", "H", "H", "H", "H", "H", "H", "O", "C", "O", "C", "C", "C", "H", "H", "H", "H", "H", "H", "H", "H", "O", "C", "O", "C", "C", "C", "H", "H", "H", "H", "H", "H", "H", "H", "O", "C", "O", "C", "C", "C", "H", "H", "H", "H", "H", "H", "H", "H", "O", "C", "O", "C", "C", "C", "H", "H", "H", "H", "H", "H", "H", "H"],
  "coordinates": [[3.0120, -2.3842, -1.8720], [1.6766, -1.6347, -1.7909], [1.2993, -1.1978, -0.4584], [0.3249, -1.9908, 0.2413], [0.6485, -3.3677, 0.0374], [1.4189, -4.0426, 0.9442], [2.6601, -3.5428, 1.3060], [0.9888, -5.2870, 1.3472], [0.4142, -1.6635, 1.5730], [-1.0074, -1.1726, 2.4173], [-1.4950, -3.4483, 2.6488], [-0.0650, -1.1056, 4.0293], [0.2889, -2.2428, 5.0033], [-0.8658, -2.8480, 5.8042], [1.2658, -3.3086, 4.5111], [-0.7907, 0.7465, 2.1359], [0.9007, 1.2034, 1.6772], [-1.1935, 1.7137, 3.2405], [-1.0842, 3.1872, 2.8160], [-3.1702, -1.1186, 3.3113], [-2.9770, -0.3219, 4.7608], [-4.2716, 0.4677, 2.0630], [-1.8637, -1.2763, 0.9192], [-1.1742, -1.6742, -0.2303], [-1.1090, -0.3878, -1.0762], [-2.4130, 0.2103, -1.1272], [-2.5412, 1.2796, -1.9616], [-1.4590, 2.1338, -2.1468], [-1.5370, 3.2602, -2.9464], [-0.3243, 4.1370, -3.0898], [-2.7429, 3.5281, -3.5724], [-3.8251, 2.6856, -3.3745], [-3.7725, 1.5489, -2.5838], [-5.0449, 0.7192, -2.5033], [-5.3288, 0.0183, -1.1772], [-5.1484, -0.2699, -3.6889], [-1.9121, -2.8115, -0.9607], [-1.9581, -4.1387, -0.5086], [-2.7099, -5.0794, -1.1919], [-3.4036, -4.7015, -2.3305], [-3.3511, -3.4621, -2.8018], [-2.6291, -2.5603, -2.1296], [3.5981, -2.0584, -2.7296], [2.8693, -3.4616, -1.9500], [3.5925, -2.2189, -0.9648], [0.8795, -2.2396, -2.2206], [1.7493, -0.7507, -2.4329], [2.0890, -1.0566, 0.1550], [3.2558, -4.2306, 1.6100], [1.4929, -5.6182, 2.0940], [0.8881, -0.6686, 3.7174], [-0.5493, -0.3489, 4.6405], [0.8583, -1.7034, 5.7728], [-1.3635, -3.6543, 5.2748], [-0.4550, -3.2770, 6.7236], [-1.5810, -2.0835, 6.1032], [0.7514, -4.1631, 4.0762], [1.9758, -2.8787, 3.8065], [1.8386, -3.6626, 5.3698], [-1.4313, 0.9767, 1.2867], [-0.5573, 1.5773, 4.1117], [-2.2287, 1.5542, 3.4954], [-0.0924, 3.5934, 2.9983], [-1.7983, 3.7817, 3.3878], [-1.3460, 3.3092, 1.7649], [-3.8091, 0.0924, 5.0152], [-0.4284, 0.2817, -0.5611], [-0.7562, -0.5478, -2.0948], [-0.5191, 1.9243, -1.6545], [-0.5963, 5.1438, -3.4021], [0.3979, 3.7167, -3.7849], [0.1628, 4.2239, -2.1184], [-2.8338, 4.3982, -4.2098], [-4.7660, 2.9214, -3.8570], [-5.8467, 1.4481, -2.6390], [-5.3169, 0.7211, -0.3456], [-6.3211, -0.4349, -1.2150], [-4.6174, -0.7732, -0.9614], [-4.3746, -0.0833, -4.4331], [-6.1028, -0.1386, -4.2022], [-5.1031, -1.3054, -3.3675], [-1.4249, -4.4319, 0.3711], [-2.7634, -6.0994, -0.8386], [-4.0181, -5.4135, -2.8678], [-2.6434, -1.5741, -2.5685], [-8.3096, -2.5438, -1.5250], [-7.7082, -3.3084, -0.8200], [-7.2730, -2.8829, 0.3821], [-6.8483, -3.8035, 1.4004], [-5.4490, -4.3479, 1.2116], [-7.3263, -4.6979, -1.2694], [-7.5748, -4.6173, 1.4803], [-6.9172, -3.2234, 2.3189], [-5.3756, -4.9319, 0.2949], [-5.1746, -4.9887, 2.0505], [-4.7198, -3.5389, 1.1417], [-6.4020, -4.6128, -1.8417], [-8.1006, -5.0908, -1.9235], [-7.1672, -5.4025, -0.4594], [3.4639, -2.2657, 6.7889], [3.5407, -1.1724, 7.2699], [2.5311, -0.7555, 8.0655], [2.5674, 0.4771, 8.7848], [2.0913, 1.6426, 7.9424], [4.6724, -0.2258, 6.9386], [3.5602, 0.6516, 9.2030], [1.8921, 0.3188, 9.6242], [2.7429, 1.8113, 7.0851], [2.0663, 2.5549, 8.5396], [1.0892, 1.4434, 7.5641], [4.4201, 0.2887, 6.0116], [5.5649, -0.8220, 6.7705], [4.8845, 0.5139, 7.7059], [2.6344, 4.3218, -4.2084], [3.2849, 4.0703, -5.1857], [3.6130, 2.7843, -5.4224], [4.2500, 2.3660, -6.6319], [5.7559, 2.5134, -6.5683], [3.8239, 5.1660, -6.0721], [3.8243, 2.8884, -7.4897], [3.9758, 1.3171, -6.7298], [6.0539, 3.5558, -6.4557], [6.2108, 2.1240, -7.4795], [6.1484, 1.9577, -5.7169], [4.7398, 5.5364, -5.6104], [3.0967, 5.9733, -6.0843], [4.0325, 4.8867, -7.1010], [5.4942, 8.3786, -6.3588], [5.1640, 8.7526, -5.2650], [5.7737, 8.2176, -4.1963], [5.5274, 8.6495, -2.8496], [4.2628, 8.0101, -2.3129], [4.0054, 9.7061, -5.0741], [5.4944, 9.7383, -2.7847], [6.3965, 8.3138, -2.2893], [3.3875, 8.3249, -2.8810], [4.1080, 8.2755, -1.2668], [4.3297, 6.9280, -2.3926], [3.0847, 9.1242, -5.0517], [3.9771, 10.3701, -5.9336], [4.0630, 10.3089, -4.1717], [-4.7150, -7.4156, -2.3380], [-4.0848, -8.0055, -1.5058], [-3.8305, -7.3678, -0.3448], [-3.2194, -7.9973, 0.7854], [-1.7071, -7.9706, 0.7107], [-3.5119, -9.3834, -1.7466], [-3.6075, -9.0091, 0.9162], [-3.5626, -7.4107, 1.6358], [-1.3362, -8.5379, -0.1439], [-1.2786, -8.3967, 1.6180], [-1.3557, -6.9440, 0.6112], [-2.5558, -9.2685, -2.2564], [-4.1930, -9.9164, -2.4042], [-3.3609, -9.9718, -0.8457], [6.6065, 6.3816, -0.5000], [5.7647, 5.6322, -0.0827], [5.4441, 5.6911, 1.2242], [4.3192, 4.9890, 1.7742], [4.6524, 3.5609, 2.1486], [5.1172, 4.5787, -0.9554], [3.4665, 5.0452, 1.0977], [4.0587, 5.5614, 2.6626], [4.9291, 2.9693, 1.2767], [3.7915, 3.0873, 2.6200], [5.4895, 3.5434, 2.8467], [5.7665, 3.7035, -0.9650], [5.0506, 4.9606, -1.9693], [4.1237, 4.2734, -0.6414]],
  "forces_ev_per_angstrom": [[-0.1, -0.2, 0.1], [0.3, 0.3, -0.3], [-0.1, 0.0, -0.1], [0.4, 0.1, -0.2], [-0.7, -0.3, 0.5], [0.1, 0.1, -0.2], [0.0, 0.0, -0.2], [0.1, -0.1, -0.1], [-0.3, -0.1, 0.0], [-0.1, 1.0, -0.4], [-0.1, -0.6, 0.3], [0.3, -0.4, 0.1], [0.1, 0.1, 0.4], [0.3, -0.1, 0.2], [0.0, 0.0, 0.3], [-0.3, -0.1, 0.5], [0.2, 0.1, -0.1], [0.4, 0.6, -0.2], [-0.3, -0.1, 0.1], [-0.1, -0.5, -0.4], [0.1, 0.3, 0.0], [0.0, 0.2, 0.3], [-0.1, -0.7, 0.8], [0.1, 0.2, -0.5], [-0.3, 0.3, 0.3], [-0.2, -0.5, -0.3], [0.1, 0.1, 0.1], [0.1, 0.0, -0.1], [0.0, 0.1, -0.1], [-0.3, 0.0, 0.2], [0.1, 0.1, -0.1], [0.0, 0.2, -0.1], [0.0, -0.1, 0.3], [0.0, -0.2, 0.0], [-0.2, 0.1, -0.1], [-0.2, 0.3, -0.1], [0.0, -0.2, 0.1], [-0.2, 0.4, -0.3], [0.5, 0.2, -0.1], [0.1, 0.3, 0.1], [-0.1, 0.2, -0.1], [0.0, -0.1, 0.0], [0.0, 0.0, -0.1], [0.0, -0.1, 0.0], [0.1, 0.1, 0.0], [-0.1, -0.1, 0.1], [0.0, 0.1, 0.0], [0.0, 0.0, 0.0], [0.0, 0.1, 0.2], [0.0, -0.1, 0.0], [0.0, 0.1, -0.1], [-0.3, 0.1, -0.1], [0.1, 0.1, -0.1], [-0.2, 0.1, -0.1], [0.0, 0.0, 0.0], [-0.2, 0.0, -0.1], [-0.1, 0.1, -0.3], [0.0, -0.1, -0.2], [0.0, -0.1, 0.0], [0.2, 0.0, -0.2], [-0.2, -0.1, 0.2], [-0.1, -0.3, 0.2], [0.1, 0.0, -0.2], [0.0, 0.1, 0.1], [0.1, 0.0, -0.1], [-0.1, -0.1, 0.1], [0.1, 0.0, -0.1], [0.1, -0.1, -0.1], [0.0, 0.0, 0.1], [0.0, 0.0, -0.2], [0.0, 0.1, 0.0], [0.2, 0.0, 0.0], [-0.1, 0.1, 0.0], [-0.1, 0.0, 0.0], [0.0, 0.1, 0.0], [0.0, 0.0, -0.1], [-0.1, 0.0, 0.0], [0.1, 0.0, 0.0], [0.1, -0.1, 0.0], [-0.1, -0.1, 0.0], [0.2, -0.2, 0.1], [0.1, 0.0, 0.2], [0.4, 1.0, -0.3], [0.1, 0.1, 0.0], [0.0, 0.1, 0.0], [-0.1, 0.0, 0.0], [0.3, -0.1, 0.0], [-0.1, 0.0, 0.1], [0.0, -0.1, 0.1], [0.1, 0.2, -0.3], [-0.3, -0.2, 0.0], [-0.1, 0.0, 0.0], [0.1, 0.0, 0.0], [0.2, 0.0, 0.1], [0.0, 0.1, 0.1], [0.0, 0.0, 0.1], [0.1, 0.0, 0.0], [0.0, 0.1, -0.1], [0.0, 0.0, 0.0], [0.2, -0.2, 0.0], [-0.2, 0.2, -0.2], [0.1, -0.1, 0.1], [0.0, 0.1, 0.0], [0.0, -0.1, -0.1], [0.1, -0.1, 0.2], [0.0, 0.0, 0.0], [0.0, 0.0, 0.0], [0.0, 0.0, 0.0], [0.0, 0.0, 0.0], [0.0, 0.0, 0.0], [0.0, 0.0, 0.0], [0.0, 0.0, -0.1], [0.0, 0.0, 0.0], [0.1, 0.0, 0.1], [0.2, 0.1, 0.1], [-0.1, 0.0, 0.0], [0.1, -0.1, -0.1], [0.0, 0.1, 0.1], [-0.2, 0.0, -0.2], [0.0, 0.0, 0.0], [0.0, 0.0, 0.0], [0.0, 0.0, 0.0], [0.0, 0.0, 0.0], [0.0, 0.0, 0.0], [0.0, 0.1, -0.1], [0.0, 0.0, 0.1], [0.1, -0.1, 0.1], [0.1, 0.0, -0.1], [-0.3, -0.3, 0.0], [0.3, 0.1, -0.1], [-0.3, -0.1, 0.2], [0.0, 0.1, 0.0], [0.2, 0.3, 0.0], [0.0, 0.0, -0.1], [0.0, -0.1, 0.0], [0.0, 0.0, 0.1], [0.0, 0.0, 0.0], [0.0, 0.0, 0.0], [0.0, 0.0, 0.0], [0.0, -0.1, -0.1], [0.0, -0.1, 0.1], [-0.2, -0.3, -0.1], [0.1, -0.1, 0.2], [-1.0, -1.3, 0.3], [0.1, -0.2, 0.3], [0.0, 0.1, -0.1], [-0.2, 0.0, 0.1], [0.0, 0.0, 0.0], [0.0, 0.1, 0.0], [0.0, 0.0, 0.0], [0.0, 0.0, 0.0], [0.1, 0.0, 0.1], [0.0, 0.0, 0.0], [0.0, 0.0, -0.1], [0.1, 0.0, 0.0], [0.1, 0.1, -0.1], [-0.1, -0.3, 0.0], [0.0, 0.2, 0.0], [-0.1, -0.1, 0.1], [0.1, 0.0, 0.0], [-0.1, 0.2, 0.0], [0.0, 0.0, 0.0], [0.0, 0.0, 0.0], [-0.1, 0.0, 0.0], [0.0, 0.0, 0.0], [0.0, 0.0, 0.0], [0.0, 0.0, 0.0], [0.1, 0.0, 0.0], [0.0, -0.1, 0.0]],
  "mulliken_charge": [-1.198, -0.255, 0.174, -1.023, -0.122, 0.713, -0.696, -0.405, -0.005, -0.104, -0.328, -1.300, 1.369, -1.847, -1.575, -0.151, -0.157, -0.149, -1.442, -0.070, -0.396, -0.304, 1.357, 1.700, -2.605, 0.442, 1.110, -0.831, 0.828, -1.646, -1.159, -0.864, -0.357, 0.769, -1.691, -1.604, 0.626, 0.151, 0.253, -0.881, -0.602, -0.487, 0.432, 0.209, 0.177, 0.061, 0.590, 0.504, 0.255, 0.229, 0.572, 0.590, -0.057, 0.251, 0.515, 0.314, 0.275, 0.202, 0.546, 0.068, 0.145, 0.255, 0.253, 0.460, 0.240, 0.407, 0.308, 0.824, 0.482, 0.411, 0.258, 0.296, 0.377, 0.390, 0.705, 0.274, 0.385, 0.157, 0.380, 0.322, 0.391, -0.560, -0.464, 0.531, 0.694, -0.621, 0.841, -0.337, -0.780, 0.448, -0.779, 0.417, 0.395, -0.398, 0.343, -0.229, -0.042, 0.421, 0.330, -0.534, 0.948, -0.395, -0.448, -0.927, -1.128, 0.366, 0.340, 0.244, 0.404, 0.249, 0.235, 0.339, 0.345, -0.506, 0.720, -0.351, -0.422, -0.993, -0.950, 0.383, 0.328, 0.262, 0.361, 0.302, 0.212, 0.268, 0.383, -0.582, 0.854, -0.371, -0.431, -0.634, -1.093, 0.333, 0.340, 0.355, 0.377, -0.090, 0.244, 0.349, 0.343, -0.582, 1.123, -0.416, -0.468, -0.736, -1.393, 0.389, 0.364, 0.229, 0.436, 0.053, 0.290, 0.376, 0.383, -0.597, 0.769, -0.383, -0.437, -0.793, -0.826, 0.345, 0.320, 0.241, 0.259, 0.328, 0.331, 0.156, 0.308]
}

***

{
  "formula": "C9H52NO18",
  "method": "ωB97M-V/def2-TZVPD",
  "e_homo_ev": -4.09,
  "gap_ev": 5.5,
  "charge": -1,
  "fmax_ha_per_bohr": 0.0478,
  "e_above_lowest_kcal_mol": 65.7,
  "symbols": ["C", "C", "C", "C", "C", "C", "N", "O", "C", "C", "C", "H", "H", "H", "H", "H", "H", "H", "H", "H", "H", "H", "H", "H", "H", "H", "H", "H", "H", "O", "H", "H", "O", "H", "H", "O", "H", "H", "O", "H", "H", "O", "H", "H", "O", "H", "H", "O", "H", "H", "O", "H", "H", "O", "H", "H", "O", "H", "H", "O", "H", "H", "O", "H", "H", "O", "H", "H", "O", "H", "H", "O", "H", "H", "O", "H", "H", "O", "H", "H"],
  "coordinates": [[-0.7556, 23.2244, -4.8243], [-1.7351, 23.5748, -3.6629], [-1.2660, 22.7918, -2.3550], [-1.9482, 23.2928, -1.1012], [-1.8655, 24.7617, -1.0120], [-2.3048, 25.6147, -2.2403], [-1.6963, 25.0712, -3.4519], [-1.8336, 25.9432, -4.6680], [-1.9174, 27.1325, -1.8602], [-3.7819, 25.3561, -2.2532], [-3.1242, 22.9743, -4.0395], [-1.2931, 23.6342, -5.6795], [-0.6189, 22.1475, -4.9229], [0.1616, 23.7918, -4.6666], [-0.1865, 22.8928, -2.2431], [-1.6301, 21.7659, -2.2993], [-1.4216, 22.7850, -0.2933], [-2.9205, 22.8075, -1.1866], [-0.7888, 24.7873, -0.8436], [-2.3315, 25.1657, -0.1132], [-2.2191, 27.8459, -2.6271], [-0.8390, 27.1166, -1.7027], [-2.3915, 27.3727, -0.9086], [-4.0900, 24.5506, -1.5866], [-4.2537, 25.1686, -3.2177], [-4.1857, 26.2389, -1.7576], [-2.8613, 22.0245, -4.5052], [-3.5001, 23.7320, -4.7270], [-3.8285, 22.8099, -3.2239], [-4.0178, 23.5807, -7.4701], [-4.2087, 23.4496, -6.5413], [-4.8377, 23.9085, -7.8397], [-4.9354, 26.6406, -4.8504], [-5.6704, 26.3633, -4.3036], [-4.1662, 26.5338, -4.2908], [0.4644, 23.2420, 1.9295], [-0.3908, 22.9085, 1.6582], [0.2642, 23.9149, 2.5801], [2.5667, 24.2361, -6.4259], [1.9738, 24.9721, -6.2744], [2.2851, 23.8698, -7.2642], [-3.8193, 30.0155, -1.7146], [-3.4684, 29.1438, -1.8970], [-4.1546, 30.3205, -2.5577], [-2.5081, 25.9681, -7.4974], [-2.2954, 26.1354, -6.5792], [-3.0507, 25.1797, -7.4782], [2.3882, 20.8981, -3.4463], [2.8281, 21.4620, -2.8101], [1.5619, 21.3443, -3.6316], [1.0769, 25.9005, -3.4926], [1.3076, 26.0319, -2.5730], [0.1227, 25.8245, -3.4922], [-1.3812, 28.9392, -4.9058], [-2.2681, 29.2463, -4.7180], [-1.4096, 27.9994, -4.7265], [-2.2899, 22.4072, 2.1914], [-2.4372, 21.4645, 2.2687], [-2.9614, 22.8014, 2.7481], [0.7333, 26.3166, -6.2780], [0.5359, 27.1448, -5.8405], [0.1822, 25.6728, -5.8330], [-4.7278, 21.9636, 0.4246], [-3.9486, 22.0018, 0.9791], [-4.3934, 21.7413, -0.4443], [2.4390, 23.7358, -0.0782], [2.8440, 23.0774, 0.4863], [1.5466, 23.8231, 0.2568], [1.2407, 29.0870, -1.5489], [0.6014, 29.5711, -1.0262], [1.1266, 28.1746, -1.2830], [-6.1843, 28.3546, -0.4100], [-6.3646, 27.6318, -1.0110], [-6.7820, 29.0500, -0.6847], [-1.5044, 21.0437, -7.7790], [-1.3773, 20.7814, -8.6908], [-1.4877, 22.0005, -7.8001], [-0.2207, 24.3937, -8.4546], [0.6062, 24.8714, -8.5193], [-0.8080, 24.9920, -7.9927]],
  "forces_ev_per_angstrom": [[-1.3, 1.2, 0.8], [0.2, -0.5, 1.1], [-0.2, 1.3, -0.6], [-0.5, -1.4, -0.9], [1.3, 0.8, 0.5], [0.5, -1.0, 0.4], [1.9, 0.5, -0.6], [-0.6, -1.3, 2.0], [-0.2, -2.2, -0.7], [-1.9, 1.1, 0.8], [1.0, 0.6, -0.2], [0.5, -0.2, -0.5], [0.1, 0.1, 0.0], [0.2, -0.4, -0.1], [0.2, -0.2, -0.2], [0.8, -0.4, -1.2], [-0.2, 0.2, 0.4], [-0.5, 0.6, 0.5], [0.5, 1.2, -0.1], [-0.2, 0.1, 0.1], [0.3, -0.2, -0.1], [0.0, 0.4, -0.3], [-0.1, 0.0, 0.0], [0.1, -0.2, -0.2], [0.3, 0.2, 0.2], [-0.9, 0.2, -0.2], [-0.6, 0.0, -0.3], [-0.5, -0.3, -0.3], [0.1, 0.1, 0.0], [0.1, -0.2, -0.3], [0.0, -0.1, 0.4], [-0.2, 0.1, -0.2], [-0.6, 0.3, -0.5], [-0.2, 0.0, 0.1], [0.8, 0.0, -0.2], [0.5, 0.0, -0.1], [-0.5, -0.1, 0.1], [0.0, 0.2, 0.1], [0.6, -0.6, 0.0], [-0.2, 0.7, 0.2], [-0.1, -0.2, -0.1], [0.0, 0.3, 0.2], [0.1, -0.3, 0.0], [-0.1, 0.1, -0.2], [0.4, 0.4, -0.8], [0.1, 0.0, 0.9], [-0.2, -0.4, 0.1], [0.1, -0.4, 0.0], [0.1, 0.3, 0.1], [-0.2, 0.2, -0.2], [1.0, 0.3, 0.0], [0.2, -0.1, 0.2], [-1.2, -0.4, -0.1], [0.3, 0.8, -0.1], [-0.2, 0.0, -0.1], [-0.1, -1.1, 0.1], [-0.1, 0.0, -0.2], [0.2, -0.4, 0.1], [-0.2, 0.3, 0.3], [0.4, 0.0, -0.9], [0.0, 0.2, 0.3], [-0.7, 0.0, 0.4], [-0.6, -0.2, 0.2], [0.4, 0.2, -0.1], [0.0, 0.0, -0.2], [0.4, 0.2, -0.6], [0.0, -0.1, 0.2], [-0.3, -0.1, 0.4], [0.3, 0.2, 0.0], [-0.2, 0.1, 0.1], [0.0, -0.2, -0.1], [0.0, -0.1, 0.3], [0.0, -0.2, -0.2], [0.0, 0.2, -0.1], [-0.1, -0.4, 0.2], [0.1, 0.0, -0.2], [0.1, 0.5, 0.0], [0.3, -0.9, -0.4], [0.1, 0.2, 0.1], [-0.7, 0.7, 0.2]],
  "mulliken_charge": [-1.858, 1.864, -1.910, 1.540, -1.667, 2.591, 1.276, 0.440, -1.373, -2.277, -1.337, -0.102, 0.654, 0.425, 0.339, 0.385, 0.063, -1.108, 0.267, 0.227, -0.226, -0.187, 0.656, 0.263, 0.432, 0.223, 0.831, -0.502, 0.093, -0.670, 0.360, 0.285, -0.705, 0.335, 0.287, -0.686, 0.286, 0.292, -0.655, 0.334, 0.300, -0.673, 0.378, 0.296, -0.854, 0.282, 0.468, -0.687, 0.318, 0.353, -0.600, 0.255, 0.149, -0.743, 0.292, 0.150, -0.620, 0.300, 0.285, -0.771, 0.321, 0.165, -0.660, 0.356, 0.355, -0.630, 0.287, 0.393, -0.615, 0.309, 0.305, -0.604, 0.305, 0.302, -0.626, 0.272, 0.343, -0.600, 0.288, 0.373]
}

***

> charge of number 1 (C51H91BBrCl2N2O19P2)?

-1

***

> charge of number 2 (C9H52NO18)?

-1